# 1
{
  "formula": "C22H20N6O4S",
  "method": "ωB97M-V/def2-TZVPD",
  "gap_ev": 8.676,
  "smiles": "COc1ccc(NC(=O)Cn2nnc(-c3ccccc3NS(=O)(=O)c3ccccc3)n2)cc1",
  "relative_energy_kcal_mol": 62.7,
  "multiplicity": 1,
  "elements": ["C", "H", "O", "C", "C", "C", "C", "C", "C", "H", "H", "N", "C", "O", "C", "N", "N", "N", "C", "N", "C", "C", "C", "C", "C", "C", "N", "S", "O", "O", "C", "C", "C", "C", "C", "C", "H", "H", "H", "H", "H", "H", "H", "H", "H", "H", "H", "H", "H", "H", "H", "H", "H"],
  "positions_angstrom": [[-8.692, -1.007, 0.621], [-9.359, -1.733, 1.082], [-7.392, -1.512, 0.809], [-6.339, -0.801, 0.328], [-5.075, -1.355, 0.546], [-3.935, -0.722, 0.104], [-4.033, 0.491, -0.573], [-5.287, 1.044, -0.793], [-6.434, 0.410, -0.350], [-7.390, 0.871, -0.539], [-5.376, 1.985, -1.319], [-2.912, 1.193, -1.054], [-1.604, 0.866, -0.943], [-1.152, -0.109, -0.397], [-0.696, 1.916, -1.626], [0.676, 1.566, -1.455], [1.343, 0.835, -2.306], [2.529, 0.696, -1.832], [2.569, 1.365, -0.656], [1.385, 1.925, -0.411], [3.715, 1.465, 0.218], [3.618, 2.266, 1.357], [4.667, 2.355, 2.247], [5.835, 1.643, 2.008], [5.954, 0.856, 0.879], [4.903, 0.756, -0.030], [5.069, -0.064, -1.144], [5.131, -1.724, -0.826], [5.231, -2.379, -2.093], [6.143, -1.965, 0.157], [3.506, -1.957, -0.117], [2.445, -2.241, -0.954], [1.163, -2.250, -0.432], [0.961, -1.957, 0.908], [2.036, -1.673, 1.736], [3.322, -1.671, 1.221], [4.183, -1.454, 1.834], [1.873, -1.441, 2.778], [-0.043, -1.935, 1.301], [0.318, -2.457, -1.069], [2.643, -2.441, -1.995], [4.361, 0.091, -1.861], [6.848, 0.288, 0.684], [6.658, 1.706, 2.703], [4.579, 2.975, 3.127], [2.697, 2.802, 1.526], [-0.906, 1.941, -2.699], [-0.859, 2.899, -1.176], [-3.141, 2.050, -1.540], [-2.968, -1.162, 0.279], [-5.013, -2.294, 1.071], [-8.820, -0.036, 1.111], [-8.938, -0.914, -0.442]],
  "mulliken_charge": [-0.849, 0.239, -0.436, 0.763, -0.766, -0.154, 0.174, -0.936, -0.410, 0.394, 0.303, -0.062, 0.662, -0.496, -1.006, 1.282, -1.183, 0.047, 0.571, -0.762, 0.606, -0.814, -0.644, -0.675, -0.221, -0.129, -0.481, 1.248, -0.701, -0.663, 0.145, -0.475, -0.373, -0.275, -0.707, -0.430, 0.523, 0.428, 0.377, 0.385, 0.439, 0.628, 0.510, 0.405, 0.418, 0.487, 0.359, 0.373, 0.189, 0.603, 0.414, 0.336, 0.336]
}

# 2
{
  "formula": "C6H4O",
  "method": "ωB97M-V/def2-TZVPD",
  "gap_ev": 9.557,
  "relative_energy_kcal_mol": 176.9,
  "multiplicity": 1,
  "elements": ["C", "C", "C", "C", "C", "C", "O", "H", "H", "H", "H"],
  "positions_angstrom": [[-1.060, 0.144, 1.498], [-1.124, -0.153, 2.712], [2.436, 0.280, 0.062], [1.224, 0.074, 0.043], [-1.423, 0.676, 0.140], [-0.213, -0.071, 0.212], [-0.303, -1.857, -0.330], [3.470, 0.241, -0.070], [-2.372, 0.317, -0.252], [-1.332, 1.708, -0.226], [-1.299, -1.852, -0.459]],
  "mulliken_charge": [0.167, -0.285, 0.120, -0.858, -0.407, 0.624, -0.563, 0.462, 0.214, 0.242, 0.284]
}

# 3
{
  "formula": "C8H9Cl2N2O2",
  "method": "ωB97M-V/def2-TZVPD",
  "gap_ev": 7.202,
  "smiles": "[NH2+]=Cc1c(NCCl)cc(O)c(O)c1Cl",
  "charge": 1,
  "multiplicity": 1,
  "elements": ["C", "C", "C", "C", "C", "C", "C", "C", "N", "N", "O", "O", "Cl", "Cl", "H", "H", "H", "H", "H", "H", "H", "H", "H"],
  "positions_angstrom": [[-0.384, 1.398, 0.277], [0.730, -0.831, -0.224], [-0.446, 0.028, -0.007], [0.903, 1.980, 0.320], [2.086, 1.192, 0.017], [1.989, -0.167, -0.176], [0.708, -2.229, -0.293], [-2.892, 0.095, 0.237], [-1.677, -0.575, 0.001], [-0.333, -2.988, 0.003], [1.087, 3.258, 0.671], [3.239, 1.830, 0.039], [3.375, -0.998, -0.625], [-3.393, 1.336, -0.998], [-1.221, 2.013, 0.171], [1.618, -2.833, -0.327], [-2.678, 0.769, 1.052], [-1.695, -1.426, -0.517], [-0.215, -3.977, -0.241], [-1.190, -2.588, 0.254], [-3.819, -0.420, 0.258], [0.198, 3.599, 0.554], [4.010, 1.532, -0.446]],
  "mulliken_charge": [-0.647, -0.074, 0.764, 0.118, 0.062, 0.610, -0.099, -0.682, -0.359, -0.307, -0.435, -0.570, -0.253, -0.180, 0.354, 0.357, 0.428, 0.342, 0.264, 0.224, 0.386, 0.319, 0.381]
}

# 4
{
  "formula": "C3H9N2O",
  "method": "ωB97M-V/def2-TZVPD",
  "gap_ev": [6.453, 7.677],
  "charge": 1,
  "relative_energy_kcal_mol": 65.9,
  "multiplicity": 3,
  "elements": ["C", "C", "C", "N", "N", "O", "H", "H", "H", "H", "H", "H", "H", "H", "H"],
  "positions_angstrom": [[2.435, 0.460, 0.153], [-2.408, 0.254, -0.463], [-0.225, -0.766, 0.062], [1.177, 0.623, 0.323], [-1.443, -0.387, 0.427], [3.165, -0.491, -0.339], [3.181, 1.196, 0.451], [-3.357, -0.160, -0.225], [-2.542, 1.260, -0.194], [-2.185, 0.238, -1.517], [0.397, -1.176, 0.794], [-0.050, -0.925, -0.962], [0.790, 1.471, 0.807], [2.840, -1.357, -0.703], [-1.776, -0.241, 1.386]],
  "mulliken_charge": [0.245, -0.779, -0.881, -0.270, -0.005, -0.417, 0.354, 0.333, 0.356, 0.307, 0.482, 0.320, 0.253, 0.385, 0.318]
}